This record from the Open Molecules 2025 dataset describes 10 unconnected molecules or ions with the total composition C60H70F10N15O20S10 at a distorted geometry. The level of theory is the ωB97M-V functional and the def2-TZVPD basis.

Structure (XYZ):
```
185
Properties=species:S:1:pos:R:3:forces:R:3:mulliken_spin:R:1
S -11.703550 21.306990 -7.122850 -7.355 -7.670 -5.788 0.000
S -10.834970 16.601380 -3.585110 -1.403 -0.786 4.007 0.002
S -13.929290 17.146100 -8.979580 -6.543 11.430 6.198 0.000
S -7.705940 10.699360 -0.406750 1.412 -4.978 -1.832 0.000
S -8.523440 12.769820 0.323900 -2.207 8.976 7.807 0.000
S -13.229280 14.807470 -8.766330 -0.104 -2.544 -1.635 0.000
S -11.741310 23.415350 -6.270220 -1.057 7.407 -0.666 0.000
S -10.481610 16.152410 -5.917980 -4.663 1.489 -7.855 0.000
S -16.308170 14.973510 0.421060 -3.783 -5.805 7.597 -0.034
S -15.819920 16.136920 -1.536120 4.154 7.456 -9.360 -0.091
F -9.361140 14.096890 -0.202930 -0.152 0.050 -0.514 0.000
F -16.589520 16.655500 -2.867930 1.063 -0.791 1.209 -0.003
F -9.538660 15.391570 -6.966250 0.658 -0.601 -0.154 0.000
F -7.868520 9.886330 -1.751250 -0.660 0.368 -1.497 0.000
F -10.842040 20.069030 -7.601140 1.505 -0.883 0.679 0.000
F -17.539900 13.948650 0.816780 1.285 1.710 -0.890 -0.001
F -10.626370 24.587880 -5.983260 0.787 -0.888 -0.010 0.000
F -13.831380 13.755070 -9.827020 0.545 0.437 0.131 0.000
F -10.003720 16.140170 -2.244070 0.087 0.201 -0.904 0.000
F -13.543570 18.489910 -9.903400 0.024 -1.538 0.615 0.000
O -16.390960 15.937020 1.488190 0.487 -0.283 -2.585 0.061
O -14.675030 15.421260 -2.112620 -1.950 0.706 1.954 0.193
O -12.399010 23.458220 -4.991740 0.733 -1.462 -0.519 0.000
O -13.227250 17.407270 -7.731740 -0.033 -0.512 -1.078 0.000
O -10.371930 17.533720 -6.399770 0.488 -1.839 1.350 0.000
O -12.432670 24.084560 -7.406850 2.000 -2.866 2.742 0.000
O -11.786770 15.513790 -6.075320 2.391 0.961 0.576 0.000
O -15.253800 13.994090 0.395330 0.100 1.845 -1.289 0.055
O -12.611540 20.745820 -6.115990 1.754 1.287 -1.339 0.000
O -7.223820 13.423970 0.423310 -0.460 -0.991 0.198 0.000
O -8.153150 9.655110 0.481450 0.137 2.723 0.081 0.000
O -9.314690 12.504290 1.517690 2.127 -0.249 -1.329 0.000
O -12.128720 15.943230 -3.320670 3.204 1.519 -1.227 0.000
O -15.581850 17.439900 -0.895270 -0.035 -2.944 0.106 0.290
O -15.382890 17.216360 -8.912700 2.373 -0.548 -0.369 0.000
O -12.265650 21.620820 -8.457310 1.227 0.115 3.049 0.000
O -11.838400 14.277770 -8.647070 -2.233 1.507 -0.066 0.000
O -14.184500 14.620850 -7.684220 2.097 0.875 -1.195 0.000
O -10.732060 18.056710 -3.502510 0.313 -2.533 -0.880 -0.001
O -6.291920 11.016170 -0.521190 -1.849 0.765 0.618 0.000
N -9.741800 15.736300 -4.683450 -0.333 1.639 5.255 0.000
N -11.648320 9.884650 -9.610200 1.213 1.403 0.227 0.000
N -16.987060 15.347810 -1.052440 -1.285 -1.993 3.204 0.530
N -8.815580 11.955990 -0.834490 1.850 -6.206 -4.077 0.000
N -4.056750 17.944050 7.432250 0.198 -2.026 0.196 0.000
N -10.625450 22.168760 -6.574060 1.178 4.923 1.968 0.000
N -7.485350 17.154310 1.351040 0.653 0.700 0.009 0.000
N -5.353760 7.925000 -8.605000 0.954 1.149 1.983 0.000
N -13.344070 16.159220 -9.819960 4.514 -9.546 -2.786 0.000
N -8.282590 22.804690 -8.860590 -0.147 -1.570 -0.333 0.000
N -9.066840 16.126360 -10.393090 -1.008 -0.174 0.120 0.000
N -7.396380 13.044660 -3.997390 1.065 -1.618 1.185 0.000
N -12.005580 12.392650 -2.920830 -0.350 -0.215 0.412 0.000
N -7.601090 19.488720 -4.253820 2.801 -1.452 0.778 0.000
N -10.390330 24.817720 -0.725210 -0.331 0.742 -2.237 0.000
C -6.440740 12.132050 -3.529450 -1.878 0.725 -2.580 0.001
C -6.695760 10.897250 -5.664160 0.048 0.462 1.453 0.002
C -4.874550 6.951130 -9.566970 -0.428 -1.195 -0.335 0.000
C -4.637180 16.759030 7.122630 -2.617 0.214 -1.460 0.000
C -12.729660 12.979340 -3.861510 0.564 0.103 -2.183 -0.002
C -8.023070 20.546850 -8.311110 0.689 -0.483 0.539 -0.001
C -9.432840 14.704890 -10.526420 0.083 0.600 0.329 0.000
C -8.018710 12.923940 -5.192530 0.821 -0.386 1.536 0.001
C -6.302870 17.588320 3.859580 -0.669 -0.346 -0.300 0.000
C -8.715310 20.004320 -4.670150 -2.966 0.855 -0.145 0.000
C -11.555080 9.236440 -10.985100 -1.138 0.129 1.713 0.000
C -12.129990 12.768790 -1.491070 0.215 0.014 0.352 -0.001
C -7.297770 18.451830 3.414470 -0.004 0.591 -2.676 0.000
C -4.890190 9.338570 -6.703620 -0.529 -1.041 0.394 0.000
C -7.015080 18.207400 -4.836730 -1.118 0.303 -0.106 0.000
C -10.800970 10.930710 -9.326240 -1.985 -1.207 2.987 0.001
C -11.720290 11.015630 -7.013740 0.256 -0.171 -0.879 -0.003
C -10.962320 25.970180 -0.054570 -0.946 1.270 -0.774 0.000
C -6.958560 20.000520 -3.182250 -0.051 -0.163 0.339 0.000
C -11.109130 10.869290 -4.554210 -0.049 1.121 0.937 0.000
C -12.563530 9.968500 -7.390700 0.309 0.557 0.589 -0.002
C -8.523240 22.443460 -10.135140 -0.708 -0.066 -0.250 0.000
C -6.146400 11.021490 -4.339860 0.052 0.940 -0.672 -0.001
C -4.460640 8.339700 -7.619120 -2.189 2.223 -0.167 0.000
C -6.609320 8.390340 -8.621940 -0.388 1.859 1.454 0.000
C -9.851250 23.760900 -2.773410 -0.744 0.772 0.244 0.000
C -8.482670 21.132640 -10.573210 0.638 -0.305 1.164 0.000
C -9.803720 18.344960 -10.087990 -0.879 0.177 0.775 0.000
C -10.456100 24.813590 -2.083570 1.187 -0.762 0.438 0.000
C -7.768250 18.276050 2.081140 0.107 -1.249 0.274 0.000
C -10.076170 17.038870 -10.295890 0.646 -1.618 -0.914 0.000
C -11.207670 11.362780 -3.219330 0.772 -1.179 -2.463 0.001
C -8.215540 20.102800 -9.602060 -0.889 3.698 -0.847 0.000
C -7.039640 9.359400 -7.671900 0.186 -0.403 -0.722 -0.001
C -4.923810 18.910820 5.469660 -0.112 0.842 -0.646 0.000
C -9.655900 23.959120 -0.059950 -0.416 -2.488 1.527 0.000
C -8.057750 16.917020 -0.023400 -0.346 0.967 1.272 0.000
C -7.477800 17.775100 -10.059700 -0.114 0.557 0.738 0.000
C -10.870160 11.466510 -7.997850 1.295 0.520 -2.437 -0.002
C -8.621150 21.642320 -2.850240 -1.169 -0.637 -0.742 0.000
C -5.576300 17.748150 5.147140 -0.844 -0.743 -0.157 0.000
C -8.031580 21.889820 -7.947480 0.278 -0.969 0.087 0.000
C -6.229900 9.816780 -6.650570 0.967 0.153 -0.384 -0.001
C -6.611910 16.270160 1.825510 0.508 -0.280 0.833 0.000
C -7.796640 16.436760 -10.224760 0.844 1.541 -0.479 0.000
C -7.740170 14.177880 -3.133290 0.089 0.837 -0.038 -0.001
C -11.740950 11.554030 -5.623910 -0.291 -0.281 1.889 0.004
C -7.684640 11.868920 -5.995660 0.785 -1.013 -1.022 -0.001
C -6.015200 16.489320 3.044090 0.429 -0.083 0.547 0.000
C -3.251250 17.957560 8.706400 0.579 0.694 -0.075 0.000
C -12.535300 12.625480 -5.235160 -0.845 0.297 0.699 -0.002
C -9.283980 21.065790 -3.985780 0.755 1.215 1.492 -0.001
C -12.532760 9.422410 -8.663400 0.586 0.664 0.033 0.001
C -8.457620 24.165940 -8.473400 0.657 1.826 -0.407 0.000
C -7.454060 21.064380 -2.417990 1.721 -1.778 -1.340 0.000
C -5.530540 16.660720 5.999470 2.180 0.550 0.980 0.000
C -9.060960 22.859350 -0.644520 -0.082 0.531 -2.765 0.000
C -9.204210 22.759190 -2.077070 0.248 0.141 1.397 0.000
C -8.495110 18.724800 -9.887530 0.519 -1.537 -1.026 0.000
C -4.140020 18.981100 6.577340 0.756 0.026 1.059 0.000
H -7.563390 19.381480 3.895720 -0.103 -0.125 0.307 0.000
H -9.306750 19.489510 -5.412820 0.084 -0.131 -0.500 0.001
H -9.893250 23.733810 -3.852250 -0.164 0.194 -0.079 0.000
H -10.577630 10.939760 -2.450890 -0.293 -0.030 0.301 0.001
H -11.609840 8.203850 -10.640340 -0.027 -0.270 -1.305 0.000
H -8.044460 24.361020 -7.483780 -0.729 -0.289 0.146 0.000
H -9.831570 23.961570 1.005670 0.622 0.452 0.241 0.000
H -8.944300 23.265740 -10.694570 0.404 -0.094 -0.676 0.000
H -5.375920 10.381630 -3.935720 -0.060 -0.376 -0.178 0.000
H -7.573280 15.050640 -3.764600 0.131 0.201 0.443 0.001
H -7.995410 9.848730 -7.787870 -0.372 -0.576 -0.164 0.001
H -9.497730 24.434220 -8.658560 0.042 0.243 0.527 0.000
H -5.265580 15.779700 3.361750 0.050 -0.084 -0.004 0.000
H -8.784920 14.235050 -2.827800 0.032 -0.586 -0.233 0.000
H -13.212580 8.613440 -8.886580 0.141 -0.085 -0.537 0.000
H -7.145620 14.172690 -2.219740 0.150 -0.113 -0.226 0.000
H -5.978230 18.044370 -4.542670 -0.152 0.465 -0.029 0.000
H -10.426000 14.772870 -10.970380 0.044 -1.031 0.352 0.000
H -6.070800 19.415580 -2.992190 0.256 0.562 0.555 0.000
H -12.436760 9.620780 -11.497970 0.038 -0.585 -0.319 0.000
H -10.697020 18.939240 -9.964480 0.153 0.711 -0.012 0.000
H -10.055850 11.252260 -10.038840 -0.336 -0.052 -0.234 0.000
H -7.893520 22.287090 -6.952730 0.041 -0.397 0.072 0.000
H -7.306130 16.432420 -0.646560 -0.379 -0.238 0.244 0.000
H -6.809210 21.383860 -1.612700 -0.286 0.284 0.157 0.000
H -4.693340 7.385490 -10.550130 -0.057 0.081 0.146 0.000
H -3.980600 6.463960 -9.177590 -0.081 0.144 -0.141 0.000
H -11.797740 26.346680 -0.644840 -0.249 -0.426 -0.043 0.000
H -6.067280 15.773510 5.697540 0.191 -0.327 0.601 0.000
H -12.710210 12.006960 -0.970430 0.122 -0.057 -0.073 -0.001
H -10.841390 25.714210 -2.538360 -0.446 -0.263 -0.219 0.000
H -6.336020 15.385410 1.271000 -0.409 -0.056 -0.353 0.000
H -10.195990 12.300280 -7.868530 -0.130 0.207 0.415 0.000
H -13.379210 13.785750 -3.554600 -0.119 0.034 -0.098 0.004
H -10.654760 9.500540 -11.539880 -0.003 -0.021 0.481 0.000
H -10.507430 9.992690 -4.743790 0.094 -0.067 0.167 -0.001
H -2.905000 18.968640 8.920720 -0.285 0.055 -0.178 0.000
H -10.234640 26.760960 -0.236910 0.146 0.169 1.259 0.000
H -3.836000 17.611660 9.558760 -0.196 -0.062 -0.355 0.000
H -6.480720 18.185640 -9.998890 0.329 -0.627 -0.016 0.000
H -7.852960 19.756710 -7.594770 -0.091 0.289 0.478 0.000
H -8.709430 14.136760 -11.111240 -0.108 0.433 -0.386 0.000
H -8.986390 16.383990 0.180600 0.255 -0.394 -0.671 0.000
H -4.581620 15.889120 7.760260 0.494 0.292 0.462 0.000
H -11.382160 25.752270 0.927440 0.789 0.143 0.094 0.000
H -8.456620 22.132900 -0.121610 -0.321 0.121 0.346 0.000
H -13.190410 9.671520 -6.562910 -0.608 -0.803 -0.595 0.000
H -5.679090 6.216120 -9.591020 0.293 -0.263 -0.525 0.000
H -5.042350 19.769590 4.825570 0.383 0.121 -0.002 0.000
H -8.141850 11.854220 -6.973990 -0.034 -0.097 -0.058 0.001
H -9.348920 14.360800 -9.495570 -0.892 -0.456 -0.113 0.000
H -2.346560 17.359860 8.595070 -0.239 -0.222 -0.202 0.000
H -8.631100 20.933190 -11.624210 -0.266 -0.114 0.024 0.000
H -8.727700 13.714020 -5.391310 -0.184 -0.088 -0.359 0.000
H -7.631740 17.382550 -4.479740 -0.078 0.056 0.160 0.000
H -4.258680 9.703580 -5.907150 0.647 -0.219 -0.300 0.000
H -11.078670 16.679670 -10.475820 -0.229 -0.127 0.216 0.000
H -3.468720 19.795460 6.806620 -0.360 0.359 0.084 0.000
H -11.105880 12.802930 -1.119410 -0.310 0.046 0.230 0.000
H -7.345280 8.134310 -9.369740 0.543 -0.612 -0.342 0.000
H -7.070660 15.643910 -10.328380 0.051 0.057 0.028 0.000
H -7.799130 24.760130 -9.106990 -0.271 0.173 -0.278 0.000
H -10.245150 21.477650 -4.255820 -0.121 -0.273 -0.369 0.000
H -8.375980 18.919150 1.461880 -0.306 0.563 0.818 0.000
H -8.308740 17.899480 -0.423240 0.021 -0.084 -0.140 0.000
H -5.936140 12.435630 -2.624120 -0.118 -0.530 0.260 0.000
H -7.135460 18.198890 -5.920030 0.152 0.300 0.091 0.000
H -13.119890 13.144860 -5.980080 -0.083 0.382 -0.013 -0.001
H -3.427450 8.041320 -7.718540 -0.084 -0.323 0.146 0.000
H -12.625460 13.728220 -1.342370 0.074 -0.026 -0.444 0.001
```
Forces are in eV/Å.

Frontier orbital gap (alpha / beta) ... 0.1555 / 0.1289 hartree
2S+1 ... 2
⟨S²⟩ ... 0.76
HOMO level (alpha / beta) ... -17.15 / -17.15 eV
Total charge ... +6